Version P
{"formula": "C5H6O3", "method": "wB97M-V/def2-TZVPD", "symbols": ["C", "C", "C", "C", "C", "H", "H", "H", "H", "H", "H", "O", "O", "O"], "positions_angstrom": [[-0.801, -0.732, -0.149], [-0.215, 0.115, 0.976], [-0.097, 0.508, -0.904], [1.364, 0.322, -0.638], [1.293, 0.050, 0.742], [-2.427, 0.316, 0.258], [-0.563, -1.832, -0.138], [-0.604, 0.138, 2.020], [-0.393, 0.834, -1.909], [2.164, 0.973, -1.007], [1.942, 0.497, 1.579], [-2.179, -0.622, -0.137], [-0.633, 1.316, 0.165], [1.639, -1.007, -0.148]], "nbo_charge": [0.09, 0.01, 0.02, 0.00, 0.03, 0.48, 0.22, 0.21, 0.21, 0.21, 0.21, -0.71, -0.52, -0.46], "gap_ev": 10.83, "charge": 0, "e_homo_ev": -9.91}

Version Q
{"formula": "C5H6O3", "method": "wB97M-V/def2-TZVPD", "symbols": ["C", "C", "C", "C", "C", "H", "H", "H", "H", "H", "H", "O", "O", "O"], "positions_angstrom": [[-1.091, 0.575, -0.577], [-0.602, -0.874, -0.360], [0.736, -0.996, 0.404], [1.680, -0.175, 0.026], [2.529, 0.376, -0.629], [-2.269, 1.511, 0.955], [-0.535, 1.224, -1.273], [-2.061, 0.536, -0.985], [1.058, -2.102, 0.169], [-0.608, -0.040, 1.580], [3.065, 1.393, -1.036], [-1.084, 1.346, 0.635], [-1.161, -1.886, -0.720], [0.342, -0.889, 1.812]], "nbo_charge": [-0.19, 0.56, -0.13, -0.06, -0.20, 0.50, 0.22, 0.20, 0.23, 0.48, 0.27, -0.70, -0.49, -0.69], "gap_ev": 9.02, "charge": 0, "e_homo_ev": -9.48}

Version R
{"formula": "C5H6O3", "method": "wB97M-V/def2-TZVPD", "symbols": ["O", "C", "C", "C", "O", "C", "O", "C", "H", "H", "H", "H", "H", "H"], "positions_angstrom": [[2.639, 0.081, -0.370], [1.450, 0.108, -0.216], [0.602, 1.342, -0.068], [-0.845, 0.888, 0.078], [-1.717, 1.620, -0.298], [-0.822, -0.677, 0.393], [-1.675, -1.267, -0.613], [0.642, -1.235, 0.054], [0.795, 1.927, 0.953], [0.964, 1.997, -0.880], [-1.272, -0.751, 1.347], [-2.572, -0.831, -0.430], [0.689, -1.679, -0.961], [1.122, -1.523, 1.011]], "nbo_charge": [-0.53, 0.61, -0.66, 0.58, -0.51, -0.01, -0.70, -0.54, 0.27, 0.28, 0.19, 0.48, 0.28, 0.26], "gap_ev": 9.84, "charge": 0, "e_homo_ev": -9.47, "smiles": "O=C1CC(=O)[C@@H](O)C1"}

Least stable of them? version Q.